Record 1
This record from OMol25 describes a structure of composition C35H69BrCl12NO8PS. The level of theory is ωB97M-V/def2-TZVPD.

For the HOMO energy, the calculation gives -8.9 eV. For the total energy, the calculation gives -10867.5646 hartree. For the HOMO-LUMO gap, the calculation gives 0.33419 Ha. As for the spin multiplicity: 1.

CARTESIAN COORDINATES (ANGSTROEM)
Br 3.724 4.485 -3.183
Cl 0.361 -5.112 2.249
Cl -0.753 -4.951 -9.649
Cl -2.429 -0.914 4.502
Cl -2.782 -3.843 2.592
Cl -5.021 -1.975 6.424
Cl 6.427 1.413 6.219
Cl -1.500 -3.856 -12.791
Cl 8.760 -2.192 5.626
Cl 9.441 -3.252 8.793
Cl -1.594 3.680 -5.426
Cl -0.901 1.827 -2.652
Cl 5.019 0.146 3.393
S 3.538 3.131 0.158
P 1.301 2.577 3.487
O 3.746 2.495 1.622
O -5.304 0.172 1.922
O -0.239 2.711 3.999
O -3.200 -2.074 -5.383
O 4.381 4.273 0.055
O 2.064 1.706 4.630
O -2.390 -1.427 -7.359
O 3.883 2.192 -0.866
N 1.966 3.994 3.394
C 2.080 4.926 -2.165
C -0.928 -3.134 -3.101
C -1.016 -5.874 3.084
C 0.809 2.513 0.675
C -4.312 2.239 1.177
C 0.726 0.271 2.049
C 1.457 3.698 -1.462
C 6.244 1.446 3.492
C 8.810 -1.657 8.310
C -0.340 -2.250 -0.785
C -0.981 -2.714 -4.597
C -1.730 1.911 -5.260
C 1.789 3.589 0.059
C -0.576 -1.065 0.229
C 0.798 -0.672 0.816
C -3.333 -1.743 6.941
C -2.162 1.502 -3.874
C -3.043 3.162 1.212
C -0.488 3.292 1.035
C -2.279 -3.210 -5.285
C -2.323 -3.408 -11.276
C 7.890 -1.744 7.118
C -2.676 -0.584 6.235
C -3.323 -1.626 -6.654
C -5.104 -1.217 2.151
C -4.063 0.761 1.501
C 2.912 1.336 1.687
C 1.402 1.680 1.857
C -1.700 2.393 1.295
C -2.332 -5.559 2.417
C -1.374 -3.342 -10.106
C -1.033 -1.933 -2.122
C -4.743 -1.363 -7.149
C 1.089 5.449 -3.228
C 7.212 1.225 4.626
H -4.249 -1.414 2.822
H -2.091 -3.658 -6.265
H 6.778 1.449 2.544
H 1.746 2.776 -1.979
H -1.723 1.630 0.506
H 0.372 3.793 -1.562
H -2.795 -2.672 6.765
H -3.012 3.730 0.274
H -0.771 1.471 -5.526
H 5.721 2.395 3.589
H 1.691 4.564 0.544
H 3.209 0.824 2.622
H -1.260 -1.418 1.006
H -2.799 -3.961 -4.685
H -1.006 -5.543 4.121
H -0.781 -3.176 -0.397
H -5.020 2.615 1.922
H -2.356 0.429 -3.851
H 0.008 -3.684 -2.934
H -2.773 -2.430 -11.437
H -1.002 -0.249 -0.364
H -0.242 3.541 4.502
H 3.093 0.619 0.881
H 1.339 -0.210 2.830
H 1.328 -0.162 -0.005
H 1.382 -1.577 1.007
H -1.890 -2.943 -9.235
H 0.267 6.020 -2.783
H -4.853 -0.296 -7.367
H -2.470 1.580 -5.987
H 1.608 6.042 -3.985
H -0.522 -2.701 -10.321
H -2.099 -1.709 -1.967
H -0.747 3.903 0.155
H -1.693 -0.396 6.666
H -4.931 -1.703 1.175
H 7.431 -0.773 6.937
H -3.351 -1.556 8.014
H -0.957 -1.624 -4.684
H 3.021 1.715 4.470
H -3.757 0.204 0.597
H 9.659 -1.006 8.111
H 8.011 1.962 4.576
H -3.067 2.020 -3.567
H -0.842 -6.949 3.065
H -5.985 -1.660 2.627
H -3.133 3.819 2.085
H 2.371 5.702 -1.455
H -3.358 0.600 2.324
H 0.517 1.861 -0.159
H -5.472 -1.601 -6.370
H -0.280 0.349 2.464
H -3.127 -6.143 2.880
H 7.657 0.232 4.585
H 7.099 -2.473 7.278
H -0.117 -3.113 -5.140
H -4.874 -1.973 -8.045
H -0.568 -1.070 -2.608
H -0.313 4.021 1.835
H 0.736 -2.328 -0.978
H -1.739 -3.828 -2.838
H -4.765 2.295 0.182
H 8.265 -1.260 9.165
H -3.121 -4.127 -11.101
H 1.307 4.733 3.622
H -1.685 1.883 2.259
H 0.694 4.571 -3.756
H -2.308 -5.795 1.356
H -3.267 0.325 6.323

Cartesian forces, eV/Å:
-0.2 0.0 0.3
0.0 0.1 0.0
0.0 0.0 0.0
0.2 0.1 0.1
0.0 0.0 0.0
0.0 0.0 0.0
-0.1 0.1 0.0
0.0 0.0 0.0
0.0 0.0 0.0
0.0 0.0 0.0
0.0 0.0 0.0
-0.2 0.0 -0.1
1.0 -0.4 0.7
1.7 1.0 -1.2
0.9 2.2 0.2
-0.5 -0.1 -1.4
0.3 -0.1 0.3
0.7 -0.9 0.0
-0.6 -1.0 -0.7
-0.4 1.1 1.3
-0.7 -0.5 -0.9
1.4 -0.1 -1.0
-1.1 -1.5 0.4
-0.5 -0.4 -0.2
-0.5 0.0 -0.8
0.2 0.5 0.0
0.0 -0.1 0.1
0.0 1.2 0.6
0.6 0.0 0.2
1.0 -0.3 0.0
0.7 0.6 0.5
0.2 0.2 -0.1
0.0 0.1 0.0
-1.0 1.4 -0.2
-0.7 -1.0 0.2
0.0 -0.1 0.0
-0.2 -1.1 -0.6
1.0 -1.3 -0.5
-0.7 0.9 -0.4
0.1 0.0 0.1
-0.2 -0.2 0.0
0.2 -0.8 -0.1
-0.2 -0.1 -0.4
0.7 0.7 0.6
-0.1 0.1 0.0
-0.1 0.1 0.1
0.1 0.1 0.1
-1.4 0.5 0.4
0.0 0.0 -0.3
-0.9 -0.2 -0.1
-1.1 -0.6 1.7
-0.4 -0.9 0.2
-0.7 0.2 -0.2
-0.1 -0.1 0.0
-0.1 0.1 0.1
0.3 -1.0 -0.4
0.2 0.1 1.1
0.5 -0.4 0.0
0.1 -0.1 -0.1
-0.3 0.2 -0.4
-0.1 0.4 0.0
0.0 -0.1 0.0
0.0 0.2 0.1
0.1 0.0 0.2
0.2 0.1 0.2
0.0 0.0 -0.1
-0.1 0.3 0.4
0.0 0.1 0.1
-0.1 -0.1 0.0
0.2 -0.3 0.2
-0.5 0.5 -1.1
-0.1 0.4 0.0
0.1 0.2 0.0
0.0 0.1 -0.1
0.5 0.0 0.1
-0.1 -0.1 -0.3
0.1 0.0 0.0
-0.1 0.2 0.2
0.1 0.0 0.0
-0.1 0.1 0.5
-0.2 -0.2 0.0
0.0 0.4 -0.1
-0.4 0.1 0.0
0.0 -0.1 0.2
-0.2 0.1 0.3
0.0 0.0 0.0
0.1 -0.1 0.0
0.1 -0.2 -0.3
0.0 0.0 0.0
-0.2 0.2 0.3
0.0 -0.1 0.0
0.2 0.1 0.0
0.1 -0.1 0.2
0.0 -0.1 0.0
0.0 -0.2 0.3
0.1 -0.1 0.1
0.0 0.1 0.0
0.1 -0.2 -0.1
-0.1 0.1 0.2
0.4 0.2 0.3
0.0 -0.1 0.0
-0.1 0.1 0.0
0.1 0.1 0.0
0.0 0.0 -0.1
0.0 0.3 -0.2
0.1 0.2 -0.3
0.1 -0.2 -0.1
0.2 0.2 -0.3
0.3 -0.3 0.3
0.0 -0.2 -0.3
0.0 0.0 -0.2
0.0 0.0 0.1
-0.1 0.0 0.0
0.1 -0.1 0.0
-0.1 0.1 0.1
-0.2 0.2 0.1
0.0 0.1 0.3
0.0 -0.3 0.0
-0.2 -0.4 0.1
0.2 0.0 -0.3
-0.1 0.0 0.3
0.0 0.0 0.0
0.1 -0.1 0.0
0.4 0.2 -0.1
0.4 0.1 -0.1
-0.1 0.3 0.1
0.1 0.1 0.0
-0.1 -0.1 -0.1

=====

Record 2
This record from OMol25 describes a structure of composition C23H44NOP3V. The level of theory is ωB97M-V/def2-TZVPD.

The charge is +4. For the HOMO energy (spin up / spin down), the calculation gives -19.5 / -19.3 eV. For the total energy, the calculation gives -2999.1277 hartree. For the HOMO-LUMO gap (spin up / spin down), the calculation gives 0.11328 / 0.11749 Ha. As for the spin multiplicity: 2.

CARTESIAN COORDINATES (ANGSTROEM)
V 0.146 -0.016 0.267
P 1.965 -0.453 -1.208
P -0.650 1.968 -0.631
P 1.694 1.175 1.692
O -1.543 -0.830 -2.206
N -1.481 0.183 1.943
C -2.364 1.783 -1.252
C -0.574 -1.366 5.251
C 1.781 -0.803 -3.011
C -1.842 -1.446 -3.403
C 0.090 -2.495 1.182
C 0.170 2.662 -2.106
C -1.462 -3.103 -5.128
C 2.578 2.702 1.135
C -0.794 -2.196 0.138
C -2.655 0.099 4.077
C 3.068 0.090 2.247
C -0.799 3.390 0.530
C -3.201 -1.450 -5.411
C -1.526 -0.271 3.327
C 1.149 1.835 3.322
C 2.795 -2.019 -0.729
C -0.475 -0.968 3.909
C -2.421 -2.489 -5.933
C -1.667 -0.959 6.016
C -1.172 -2.604 -3.851
C -2.899 -0.896 -4.159
C -2.718 -0.227 5.435
C 3.408 0.675 -1.419
H -2.315 -0.177 1.463
H -2.591 -2.845 -6.952
H -2.989 2.561 -0.807
H 3.276 2.993 1.930
H 3.146 2.535 0.217
H -1.775 -1.745 0.352
H 4.074 0.269 -2.193
H -0.743 -2.676 -0.844
H 1.181 3.006 -1.854
H -1.737 3.331 1.098
H 0.031 3.410 1.245
H 3.060 1.659 -1.754
H 3.532 0.545 3.132
H -3.463 -0.048 -3.756
H 0.694 1.044 3.930
H -1.704 -1.224 7.077
H 1.101 -2.861 0.998
H 2.682 -0.901 2.522
H -0.376 -3.073 -3.260
H 2.090 -2.855 -0.819
H 0.222 -1.981 5.675
H 3.644 -2.191 -1.407
H -0.537 -0.721 -2.009
H 1.642 0.141 -3.558
H -3.483 0.643 3.606
H 0.414 -1.211 3.325
H -4.059 -1.070 -5.972
H -2.364 1.896 -2.337
H 3.835 -0.018 1.468
H -0.417 3.513 -2.478
H -0.782 4.331 -0.033
H 1.884 3.530 0.970
H 0.437 2.661 3.207
H -3.568 0.087 6.051
H 2.042 2.213 3.841
H 0.950 -1.490 -3.224
H 3.984 0.781 -0.497
H 2.715 -1.283 -3.343
H -2.785 0.788 -1.036
H -1.681 1.188 1.933
H 0.232 1.900 -2.894
H -0.334 -2.687 2.172
H 3.156 -1.968 0.307
H -0.922 -3.969 -5.512

Cartesian forces, eV/Å:
-1.4 -1.1 1.6
2.8 -0.6 -2.0
-1.2 2.8 -1.0
1.9 1.6 1.7
1.2 0.0 0.1
0.4 0.7 -1.7
-0.5 -0.8 0.2
0.1 0.2 -0.3
-0.9 0.1 -0.1
0.3 0.1 0.0
-2.0 -1.0 -1.6
0.7 -0.3 0.1
0.9 -0.1 1.1
-0.1 -0.2 -0.8
0.9 -0.7 1.6
0.1 -0.1 0.1
-0.1 -0.6 -0.5
0.3 -0.3 0.5
-0.3 0.7 0.9
-0.4 0.0 1.2
-0.9 -0.3 0.1
-0.3 -0.1 0.7
-0.4 -0.2 0.1
-0.6 0.1 -0.2
-0.2 0.0 0.0
0.3 -0.3 -0.9
-0.4 0.0 -0.8
0.4 -0.1 0.0
-0.2 0.4 0.4
0.1 -0.1 0.2
0.0 0.1 0.3
0.1 -0.1 0.0
-0.2 -0.2 0.0
-0.1 0.2 0.2
0.2 -0.8 0.1
-0.3 -0.1 0.2
0.7 0.7 0.0
-0.2 0.0 -0.1
0.2 0.0 -0.2
-0.4 0.1 -0.2
0.2 -0.2 0.0
-0.2 0.0 -0.2
0.2 -0.4 -0.2
0.1 0.3 -0.1
0.0 0.1 -0.4
-0.3 -0.1 -0.1
0.2 0.2 0.1
-0.4 0.1 -0.2
0.3 0.1 -0.1
-0.3 0.3 0.0
-0.2 0.2 0.2
-1.5 -0.6 -0.9
0.0 -0.3 0.1
0.3 -0.2 0.2
-0.2 0.1 0.3
0.4 0.0 0.1
0.1 0.0 0.1
-0.2 0.0 0.3
0.0 -0.2 0.2
-0.1 -0.2 0.0
0.2 -0.1 0.1
0.1 -0.2 0.1
0.3 -0.2 -0.4
-0.1 -0.1 -0.4
0.3 0.3 -0.1
-0.1 0.0 -0.2
-0.3 0.2 0.2
0.0 0.5 0.0
0.1 -0.1 0.3
0.0 0.2 0.1
0.4 1.0 0.0
0.0 -0.1 -0.3
-0.1 0.2 0.2

=====

Look up the spin multiplicity of the second one. 2